Below is C57H99Br9Cl8O18P as an isolated structure in a non-equilibrium geometry, with properties calculated with ωB97M-V/def2-TZVPD.

Results
energy	-837417.9568	eV
total charge	-1
HOMO energy	-3.092	eV
orbital gap	3.45	eV

The geometry in XYZ format:
```
192
Properties=species:S:1:pos:R:3:lowdin_charge:R:1
Br 12.5123 17.7579 -14.7348 0.53
Br 12.3957 22.6160 -19.8593 0.66
Br 10.0903 24.2313 -21.3300 0.62
Br 9.7770 12.4785 -19.9154 0.61
Br 9.8325 19.5075 -15.5855 0.55
Br 9.2607 22.4590 -18.7317 0.53
Br 11.7951 14.9295 -20.3235 0.70
Br 9.4846 15.0451 -17.9764 0.57
Br 9.3856 16.7525 -14.0997 0.53
Cl 1.9991 20.2191 -20.4686 0.47
Cl 9.5154 20.3730 -27.0299 0.53
Cl 11.7310 20.1589 -28.9436 0.55
Cl 4.1183 19.4950 -17.8180 0.51
Cl 6.2269 17.7922 -16.5647 0.54
Cl 6.1554 9.1631 -21.9440 0.49
Cl 1.9532 20.7257 -23.2816 0.50
Cl 6.6615 11.8834 -20.7422 0.46
P 9.0982 18.2260 -22.1543 1.07
O 12.4010 24.6800 -25.0641 0.02
O 9.3987 16.8298 -28.6658 0.01
O 10.1525 9.5478 -22.3940 0.06
O 16.7921 15.7564 -23.1589 0.04
O 11.4800 18.7074 -24.0271 -0.37
O 4.5608 17.6094 -24.5990 0.09
O 5.2990 14.4593 -23.5488 0.02
O 4.0837 17.4068 -26.7400 0.03
O 8.8571 16.2757 -30.7131 0.13
O 10.0326 10.0438 -24.5433 0.01
O 19.1263 16.4021 -16.1526 0.02
O 14.2371 18.1148 -26.5384 -0.36
O 13.9074 24.9109 -26.7213 0.10
O 13.5251 13.4946 -26.2370 0.02
O 14.0659 11.4239 -25.5637 0.10
O 17.5279 14.9748 -21.2235 0.09
O 5.8914 13.5580 -25.4376 0.09
O 18.4893 14.6957 -14.8544 0.12
C 6.4388 17.7476 -21.5349 -0.22
C 5.0291 13.6840 -24.5981 -0.46
C 5.1877 19.1917 -16.4048 -1.00
C 3.5417 13.1851 -24.5249 -0.04
C 13.4033 22.7024 -25.8575 -0.07
C 13.9036 12.5861 -25.3223 -0.49
C 18.4793 17.5039 -16.8430 -0.13
C 13.7215 18.7050 -25.4019 -0.48
C 8.6890 19.9084 -22.6852 -0.24
C 6.1732 17.2681 -27.6889 -0.15
C 16.8068 15.8772 -16.1317 -0.05
C 12.4296 18.0406 -24.7976 -0.42
C 9.2555 14.5277 -24.0458 -0.25
C 12.1482 22.3621 -25.0626 -0.17
C 11.9559 23.6070 -24.1989 -0.19
C 10.7443 13.9481 -19.0417 -1.50
C 10.6342 9.4475 -23.5168 -0.47
C 3.1641 13.6444 -23.1348 -0.16
C 13.0752 14.4643 -24.1022 -0.14
C 15.2838 17.4684 -22.4074 -0.15
C 11.7535 18.9641 -19.0294 -0.28
C 7.2730 10.5520 -21.7541 -1.01
C 16.8812 15.7841 -21.8451 -0.53
C 10.7113 23.4955 -19.6334 -1.53
C 10.5952 17.7586 -15.2738 -1.57
C 18.2249 15.5580 -15.6327 -0.51
C 10.7664 19.2656 -20.1416 -0.26
C 13.1769 18.7128 -19.4411 -0.11
C 12.0099 8.9303 -23.8777 -0.05
C 4.6953 17.0487 -28.0018 -0.11
C 9.4729 15.5918 -22.9883 -0.25
C 4.1168 14.7903 -22.8203 -0.16
C 5.2958 17.4571 -20.5656 -0.26
C 9.4915 16.3381 -27.3477 -0.16
C 8.9732 15.9076 -29.5854 -0.48
C 17.0107 17.3575 -16.5026 -0.16
C 7.6209 22.4791 -24.4081 -0.09
C 9.0348 16.9837 -23.4953 -0.23
C 16.1154 16.9107 -21.2265 -0.07
C 9.2177 14.8019 -27.4416 -0.12
C 14.0657 13.3247 -24.0082 -0.07
C 4.9615 17.4328 -25.7211 -0.47
C 8.7410 14.5968 -28.8891 -0.08
C 7.7496 19.9392 -23.9369 -0.25
C 2.9412 20.0359 -21.9741 -1.00
C 13.0880 14.7398 -25.6353 -0.09
C 6.3392 17.0609 -26.2103 -0.07
C 7.8419 17.7538 -20.8953 -0.23
C 5.4507 16.1798 -19.7350 -0.12
C 11.9940 9.0438 -25.4196 -0.14
C 10.9336 10.1183 -25.6712 -0.14
C 6.8849 21.2159 -23.9238 -0.25
C 10.5903 18.1258 -21.1353 -0.29
C 15.9554 16.8246 -23.6206 -0.13
C 9.4768 13.0826 -23.6189 -0.08
C 11.1052 19.6025 -27.4083 -0.98
C 13.2945 24.2121 -25.9567 -0.49
H 5.7559 15.3297 -20.3473 0.06
H 16.7201 17.6586 -20.7145 0.12
H 18.8872 18.4150 -16.4113 0.12
H 7.7014 14.2757 -29.0032 0.12
H 14.2855 22.5086 -25.2440 0.14
H 11.3028 22.3907 -25.7590 0.09
H 10.5192 15.5617 -22.6874 0.04
H 16.7097 15.2795 -17.0413 0.13
H 5.1579 18.2759 -19.8539 0.04
H 14.4628 18.8342 -24.5789 0.06
H 11.0366 20.1917 -20.6587 0.07
H 9.2531 13.8112 -29.4471 0.13
H 8.6172 12.8762 -22.9746 0.05
H 6.4517 18.2407 -28.1041 0.13
H 11.8829 17.8430 -25.7468 0.05
H 16.0708 15.6594 -15.3694 0.12
H 13.3896 15.3797 -23.6054 0.07
H 3.1635 18.9860 -22.1252 0.01
H 3.2230 12.8951 -22.3480 0.12
H 12.1466 7.8605 -23.7349 0.12
H 6.3106 16.2603 -19.0531 0.02
H 15.4947 16.4656 -20.4461 0.11
H 12.9744 9.3672 -25.7597 0.10
H 8.2253 22.3317 -25.3005 0.05
H 11.4928 17.9545 -21.7251 0.08
H 4.4725 15.9898 -28.1363 0.13
H 7.9249 18.4958 -20.1018 0.10
H 8.2211 10.2226 -21.3499 -0.01
H 15.0947 18.5425 -22.4705 0.11
H 12.0802 21.3817 -24.5857 0.10
H 6.9583 23.3412 -24.4700 0.07
H 5.7580 20.1146 -16.3048 0.02
H 4.4089 17.7068 -28.8148 0.13
H 8.3736 22.7786 -23.6676 0.04
H 16.8135 17.8964 -15.5731 0.12
H 6.4134 21.2863 -22.9421 0.09
H 15.1892 16.4635 -24.3040 0.10
H 3.6823 15.7618 -23.0597 0.11
H 9.7092 17.1234 -24.3423 0.09
H 11.4216 11.0986 -25.6011 0.11
H 10.4318 16.4164 -26.8039 0.10
H 9.6703 20.3224 -22.9362 0.09
H 11.3384 18.2260 -18.3363 0.09
H 7.0636 19.0916 -23.9417 0.07
H 16.4146 17.7830 -17.3091 0.10
H 15.0707 13.5988 -23.6823 0.13
H 8.1786 20.5106 -21.9322 0.09
H 10.5603 17.1420 -16.1620 -0.11
H 18.7592 17.3657 -17.8857 0.13
H 10.9140 23.8470 -24.0074 0.06
H 11.8531 19.8894 -26.6750 -0.02
H 11.4253 13.5036 -18.3304 -0.03
H 10.3996 10.1620 -26.6172 0.13
H 3.5921 12.1072 -24.6482 0.12
H 6.7433 16.6275 -28.3686 0.11
H 13.8489 12.5073 -23.3081 0.12
H 13.8887 18.6511 -18.6125 0.07
H 10.8020 24.3868 -19.0299 -0.04
H 11.0408 18.5199 -27.3789 0.00
H 4.6577 19.2274 -15.4554 0.04
H 13.7698 15.5394 -25.9190 0.11
H 12.5038 23.4807 -23.2618 0.10
H 12.6937 9.5557 -23.3094 0.13
H 13.5159 19.7429 -25.7188 0.06
H 3.0172 13.7402 -25.2992 0.13
H 6.1192 21.0224 -24.6806 0.10
H 7.1586 17.6316 -25.7872 0.10
H 13.3679 17.7783 -19.9818 0.04
H 12.0771 14.7958 -26.0361 0.10
H 9.7942 19.6057 -19.7641 0.06
H 4.3434 17.3591 -21.0948 0.09
H 10.3406 17.1922 -20.6262 0.01
H 8.2948 14.5962 -24.5631 0.09
H 13.5572 19.5227 -20.0708 0.08
H 10.1664 14.2555 -27.4575 0.11
H 9.9827 14.8450 -24.8056 0.09
H 8.3882 19.9099 -24.8223 0.04
H 8.6580 16.8122 -26.8298 0.09
H 8.0151 16.9232 -23.8795 0.07
H 14.2137 17.2379 -22.3208 0.09
H 7.3011 10.9184 -22.7719 0.00
H 6.3305 17.0391 -22.3624 0.10
H 8.1840 16.7719 -20.5695 0.06
H 10.3085 13.0132 -22.9102 0.04
H 3.8586 20.6088 -21.8988 0.02
H 12.6972 17.0426 -24.3892 0.06
H 16.6943 17.4251 -24.1542 0.14
H 11.8757 19.8857 -18.4448 0.08
H 2.1445 14.0284 -23.2090 0.12
H 9.6521 12.4182 -24.4585 0.07
H 11.6187 8.1532 -25.9230 0.12
H 9.0753 15.5010 -21.9646 0.09
H 13.3776 22.2536 -26.8445 0.12
H 4.6862 16.0282 -18.9732 0.07
H 6.2070 18.6865 -22.0420 0.09
H 12.1200 14.1134 -23.7132 0.08
H 8.6422 14.2891 -26.6775 0.09
H 6.4325 15.9865 -26.0103 0.12
H 4.2821 14.8029 -21.7457 0.10
```